(1)
100
Properties=species:S:1:pos:R:3:mulliken_charge:R:1 method="wB97M-V/def2-TZVPD" homo_energy_ha=-0.3489 gap_ev=9.295 energy_ev=-2975438.448
C -4.601 0.070 -1.335 -0.87
C -3.434 -0.214 -2.290 -0.25
O -2.481 -1.005 -1.578 -0.13
B -1.258 -1.101 -2.214 -0.22
O -1.183 -1.935 -3.337 -0.30
C 0.046 -0.359 -1.733 0.89
C 0.458 1.010 -2.336 -0.92
C 1.993 0.979 -2.064 0.09
O 2.102 1.579 -0.797 -0.42
C 3.413 1.536 -0.244 0.38
C 4.104 2.918 -0.227 -0.87
N 2.304 -0.411 -2.198 0.42
C 1.311 -1.186 -1.561 -0.05
O 1.445 -2.216 -1.011 -0.67
H -4.316 0.881 -0.669 0.29
H -5.515 0.285 -1.882 0.37
H -4.750 -0.838 -0.735 -0.03
H -3.008 0.733 -2.637 0.30
H -3.841 -0.724 -3.167 0.30
H -1.259 -2.838 -2.987 0.26
H -0.198 -0.138 -0.678 0.13
H 0.161 1.027 -3.384 0.39
H -0.059 1.801 -1.810 0.37
H 2.440 1.550 -2.884 0.15
H 4.055 0.872 -0.824 -0.46
H 3.388 1.126 0.764 0.45
H 5.119 2.809 -0.607 0.22
H 3.552 3.668 -0.782 0.17
H 4.196 3.229 0.811 0.29
H 3.169 -0.749 -1.777 -0.25
C 6.284 -1.895 -0.923 -0.33
Br 4.826 -3.119 -1.269 -0.04
Br 6.337 -0.431 -2.177 -0.05
Br 6.250 -1.262 0.898 -0.03
H 7.203 -2.451 -1.050 0.40
C 4.309 7.115 1.373 0.28
Br 5.824 7.871 0.461 0.19
Br 2.970 6.488 0.132 -0.08
Br 4.836 5.742 2.616 0.01
H 3.858 7.908 1.955 -0.29
C -4.912 -3.256 1.959 -0.31
Br -6.393 -2.132 2.469 -0.01
Br -5.514 -4.966 1.296 0.00
Br -3.750 -2.373 0.699 0.01
H -4.336 -3.446 2.854 0.31
C -7.729 -5.503 5.214 -0.16
Br -5.890 -4.916 5.213 -0.05
Br -8.289 -6.045 6.978 0.05
Br -8.916 -4.181 4.459 0.02
H -7.785 -6.376 4.583 0.10
C -10.997 -8.838 5.156 -0.32
Br -12.485 -7.715 5.641 -0.02
Br -11.578 -10.562 4.517 -0.03
Br -9.831 -7.963 3.893 0.08
H -10.420 -9.008 6.054 0.37
C -8.577 -6.061 11.402 -0.32
Br -10.203 -6.027 10.359 -0.02
Br -7.952 -7.862 11.684 0.00
Br -7.205 -4.942 10.636 -0.01
H -8.816 -5.651 12.373 0.33
C 3.571 -1.083 -6.050 -0.22
Br 1.744 -0.485 -5.924 0.06
Br 4.789 0.392 -6.317 -0.05
Br 4.075 -2.157 -4.537 0.15
H 3.642 -1.715 -6.924 0.09
C 4.278 -5.610 -7.059 -0.41
Br 6.128 -5.067 -7.100 -0.02
Br 3.742 -6.190 -5.301 -0.02
Br 3.116 -4.226 -7.740 0.14
H 4.180 -6.461 -7.719 0.35
C 5.167 8.433 6.192 -0.31
Br 3.534 8.465 5.170 -0.02
Br 5.813 6.635 6.451 -0.04
Br 6.513 9.570 5.411 -0.02
H 4.938 8.832 7.170 0.36
C 9.490 5.850 0.653 -0.39
Br 8.074 4.576 0.343 0.03
Br 9.469 7.282 -0.643 -0.01
Br 9.461 6.521 2.459 0.00
H 10.423 5.321 0.523 0.34
C -9.855 -11.199 0.435 -0.30
Br -10.351 -9.392 -0.018 -0.02
Br -8.647 -11.249 1.935 -0.02
Br -11.401 -12.313 0.728 -0.02
H -9.325 -11.606 -0.415 0.34
C 5.905 9.584 -3.496 -0.29
Br 7.201 10.093 -2.155 -0.08
Br 4.615 8.327 -2.813 -0.01
Br 5.055 11.126 -4.281 -0.03
H 6.449 9.084 -4.285 0.35
C 2.429 12.105 3.499 -0.34
Br 2.145 13.758 2.551 -0.04
Br 3.098 10.725 2.326 0.04
Br 3.564 12.356 5.036 0.00
H 1.466 11.776 3.862 0.37
C -0.610 -2.610 -9.126 -0.31
Br 1.237 -2.062 -9.220 -0.09
Br -1.078 -3.199 -7.353 0.02
Br -1.791 -1.227 -9.760 -0.03
H -0.724 -3.457 -9.788 0.35

(2)
66
Properties=species:S:1:pos:R:3:mulliken_charge:R:1 method="wB97M-V/def2-TZVPD" multiplicity=7 total_charge=+1 homo_energy_ha="-0.3979 / -0.3987" gap_ev="7.945 / 7.968" e_above_lowest_ev=0.678 energy_ev=-136127.637
Tb -0.025 0.336 0.374 -0.21
C -3.131 -0.966 -1.691 0.62
C -3.147 -2.189 -0.784 -1.22
S -1.588 -2.464 0.090 0.10
C -0.745 -3.602 -1.033 -0.85
C -0.502 -3.091 -2.450 -1.03
S 0.531 -1.625 -2.363 0.38
C 0.087 -0.734 -3.863 -1.00
C 0.481 0.735 -3.729 -0.87
S -0.342 1.660 -2.414 0.15
C -2.036 1.700 -3.029 -0.80
C -3.055 1.790 -1.902 -0.88
S -2.948 0.488 -0.660 0.06
H -4.074 -0.892 -2.239 0.55
H -2.311 -1.023 -2.401 -1.16
H -3.385 -3.096 -1.340 0.53
H -3.913 -2.079 -0.015 0.49
H -1.337 -4.517 -1.060 0.58
H 0.197 -3.842 -0.534 0.35
H -1.443 -2.868 -2.956 0.37
H 0.000 -3.872 -3.022 0.57
H -0.982 -0.841 -4.055 0.42
H 0.615 -1.163 -4.716 0.53
H 0.293 1.258 -4.668 0.56
H 1.549 0.831 -3.524 0.40
H -2.210 0.818 -3.643 0.39
H -2.143 2.574 -3.671 0.55
H -4.062 1.760 -2.323 0.53
H -2.961 2.716 -1.337 0.44
Cl 7.312 2.255 0.130 -0.21
C 5.709 1.615 -0.009 0.07
C 5.532 0.259 -0.292 -0.50
C 4.270 -0.278 -0.412 0.51
Cl 4.097 -1.966 -0.762 -0.16
C 3.120 0.516 -0.255 -0.19
O 1.917 0.013 -0.372 0.00
C 3.328 1.875 0.031 1.12
C 2.213 2.769 0.237 -0.37
O 1.023 2.466 0.215 -0.34
C 4.615 2.420 0.153 -1.14
H 6.397 -0.379 -0.421 0.48
H 2.475 3.816 0.449 0.33
H 4.738 3.474 0.377 0.43
C 0.776 2.408 4.889 -0.87
N -0.294 2.510 3.899 0.17
C -1.358 3.385 4.045 -0.08
C -2.302 3.498 3.108 -1.02
C -2.220 2.691 1.891 0.54
O -2.935 2.883 0.922 -0.58
N -1.210 1.733 1.858 0.11
C -0.255 1.708 2.802 0.38
O 0.724 0.914 2.635 -0.27
H 0.584 3.137 5.672 0.34
H 1.740 2.618 4.431 0.28
H 0.804 1.412 5.324 0.26
H -1.353 3.973 4.953 0.36
H -3.112 4.204 3.205 0.46
C 0.071 -2.337 3.307 -0.86
S 1.108 -2.113 1.855 0.34
C 2.604 -1.542 2.665 -0.57
H 0.531 -3.058 3.981 0.41
H -0.891 -2.725 2.978 0.35
H -0.065 -1.385 3.819 0.11
H 2.371 -0.693 3.303 0.03
H 3.311 -1.236 1.897 0.07
H 3.038 -2.360 3.236 0.50